[1]
Here is a single C5H7N3 molecule from the OMol25 dataset. Energies are from ωB97M-V/def2-TZVPD.

relative energy (zero: lowest compared OMol25 entry of this formula, charge and spin) = 30.41 kcal per mole
SMILES string = [H]/N=C1/C=CNC(=C)N1
Kohn-Sham gap = 0.317 Eh
molecular weight = 109.1 Da

Last column: natural (NBO) charge in e.
Positions of all 15 atoms, in Å:
H 2.42 -1.99 -0.09  0.317
N 2.60 -0.98 -0.01  -0.698
C 1.47 -0.35 0.00  0.420
C 1.47 1.16 0.01  -0.357
C 0.26 1.75 -0.04  0.044
N -0.94 1.07 -0.02  -0.583
C -1.02 -0.29 -0.03  0.365
C -2.16 -0.97 -0.02  -0.595
N 0.22 -0.96 0.00  -0.608
H 2.45 1.62 0.04  0.250
H 0.13 2.85 -0.02  0.213
H -1.77 1.60 0.11  0.412
H -2.17 -2.06 -0.01  0.205
H -3.14 -0.49 0.08  0.208
H 0.18 -1.97 0.02  0.406

***

[2]
Here is a single C5H7N3 molecule from the OMol25 dataset. Energies are from ωB97M-V/def2-TZVPD.

relative energy (zero: lowest compared OMol25 entry of this formula, charge and spin) = 179.86 kcal per mole
SMILES string = [H]/N=C\N(N)/C=C\C#C
Kohn-Sham gap = 0.331 Eh
molecular weight = 109.1 Da

Last column: natural (NBO) charge in e.
Positions of all 15 atoms, in Å:
H 2.39 0.18 2.41  0.383
N 1.59 -0.66 2.70  -0.639
C 0.54 -0.84 2.02  0.292
N -0.02 0.06 0.88  -0.350
N 1.14 0.21 -0.04  -0.604
C -1.28 0.02 0.37  0.033
C -1.48 0.07 -0.85  -0.388
C -0.47 0.55 -1.79  -0.093
C 0.12 0.54 -2.93  -0.252
H -0.40 -1.56 2.49  0.168
H 0.82 -0.32 -0.82  0.369
H 0.98 1.24 -0.32  0.365
H -2.24 -0.38 0.97  0.234
H -2.41 -0.10 -1.38  0.247
H 0.70 0.97 -3.70  0.233

***

[3]
Here is a single C5H7N3 molecule from the OMol25 dataset. Energies are from ωB97M-V/def2-TZVPD.

relative energy (zero: lowest compared OMol25 entry of this formula, charge and spin) = 137.11 kcal per mole
SMILES string = c1n[nH]cc1N1CC1
Kohn-Sham gap = 0.334 Eh
molecular weight = 109.1 Da

Last column: natural (NBO) charge in e.
Positions of all 15 atoms, in Å:
C 1.40 1.38 -0.36  -0.084
N 2.59 0.65 0.16  -0.284
N 2.17 -0.70 -0.02  -0.336
C 0.95 -0.91 -0.28  -0.088
C 0.41 0.38 -0.40  0.012
N -0.96 0.70 -0.28  -0.430
C -1.88 -0.18 -0.68  -0.202
C -1.72 0.11 0.86  -0.297
H 1.61 2.45 -0.06  0.250
H 2.88 -1.47 0.53  0.419
H 0.55 -1.98 -0.38  0.236
H -2.86 0.27 -0.93  0.198
H -1.54 -1.03 -1.09  0.184
H -2.44 0.90 1.22  0.206
H -1.16 -0.55 1.71  0.215

***

Q: Which value of relative energy (zero: lowest compared OMol25 entry of this formula, charge and spin) does entry 3 give?
A: 137.11 kcal per mole

***

What did the third record say?
Here is a single C5H7N3 molecule from the OMol25 dataset. Energies are from ωB97M-V/def2-TZVPD.

relative energy (zero: lowest compared OMol25 entry of this formula, charge and spin) = 137.11 kcal per mole
SMILES string = c1n[nH]cc1N1CC1
Kohn-Sham gap = 0.334 Eh
molecular weight = 109.1 Da

Last column: natural (NBO) charge in e.
Positions of all 15 atoms, in Å:
C 1.40 1.38 -0.36  -0.084
N 2.59 0.65 0.16  -0.284
N 2.17 -0.70 -0.02  -0.336
C 0.95 -0.91 -0.28  -0.088
C 0.41 0.38 -0.40  0.012
N -0.96 0.70 -0.28  -0.430
C -1.88 -0.18 -0.68  -0.202
C -1.72 0.11 0.86  -0.297
H 1.61 2.45 -0.06  0.250
H 2.88 -1.47 0.53  0.419
H 0.55 -1.98 -0.38  0.236
H -2.86 0.27 -0.93  0.198
H -1.54 -1.03 -1.09  0.184
H -2.44 0.90 1.22  0.206
H -1.16 -0.55 1.71  0.215